Formula: C56H87F4N10O9S4
Source: the OMol25 dataset
Level of theory: ωB97M-V/def2-TZVPD

Geometry as XYZ:
```
170
Properties=species:S:1:pos:R:3:mulliken_spin:R:1
C -21.6894 11.0631 9.7807 -0.008
C -20.9214 12.4653 9.8744 -0.134
O -21.4944 13.3689 8.9272 0.912
H -21.8161 10.5856 8.8091 0.001
H -22.7271 11.0958 10.1126 0.002
H -21.1665 10.3077 10.3673 -0.003
H -19.8444 12.3935 9.7226 0.122
H -20.8655 12.7524 10.9244 0.111
C -22.1684 13.6539 13.4695 0.006
N -23.2334 14.2712 12.6526 -0.003
C -22.9321 15.3466 11.9495 -0.007
C -23.9306 15.9206 11.1108 -0.009
C -25.2450 15.5159 11.1054 0.006
C -25.5308 14.4368 11.9881 0.004
C -24.4795 13.7080 12.6158 -0.001
C -26.2081 16.1588 10.2283 -0.002
C -27.1003 15.3203 9.5474 -0.004
C -27.9108 15.8116 8.5149 0.004
N -27.8131 17.0950 8.1478 0.000
C -27.0821 17.9628 8.8908 -0.001
C -26.2530 17.5565 9.9571 -0.009
C -28.5262 17.6265 6.9514 -0.002
H -22.2878 12.5872 13.6590 -0.001
H -22.0313 14.1631 14.4235 0.000
H -21.2286 13.8290 12.9460 -0.002
H -21.8711 15.5435 11.9052 0.002
H -23.6207 16.7092 10.4411 0.009
H -26.5434 14.0616 11.9705 0.000
H -24.6474 12.8362 13.2307 0.000
H -27.2510 14.2514 9.5830 0.001
H -28.3745 15.0517 7.9035 0.001
H -26.9648 18.9407 8.4476 0.000
H -25.5971 18.3041 10.3781 0.000
H -27.9924 17.2946 6.0608 0.001
H -28.4989 18.7138 6.8803 0.000
H -29.5167 17.1737 6.9953 0.000
C -18.5857 23.4912 9.4323 0.000
N -18.8545 22.1775 8.8471 0.000
C -18.0708 21.1710 9.1632 0.001
C -18.3850 19.8607 8.6965 -0.003
C -19.4169 19.6215 7.8193 0.000
C -20.0854 20.7564 7.3889 -0.001
C -19.8484 22.0471 7.9465 0.000
C -19.7070 18.2312 7.3728 0.009
C -19.5691 17.1458 8.2152 -0.008
C -19.8276 15.8613 7.7056 -0.001
N -20.2642 15.6717 6.4458 -0.001
C -20.5374 16.7029 5.6685 -0.002
C -20.2104 17.9985 6.1227 -0.004
C -20.3377 14.2832 5.8728 0.024
H -18.4790 23.3532 10.5082 0.000
H -19.4974 24.0826 9.3479 0.000
H -17.6729 23.9066 9.0053 0.000
H -17.1361 21.3895 9.6580 0.000
H -17.7055 19.0622 8.9552 0.000
H -20.9271 20.6506 6.7205 0.000
H -20.5238 22.8837 7.8450 0.000
H -19.2761 17.2411 9.2503 -0.001
H -19.6617 15.0237 8.3669 -0.001
H -20.8264 16.4289 4.6646 -0.001
H -20.3278 18.8450 5.4624 0.005
H -20.3820 14.3751 4.7876 0.000
H -21.2819 13.8211 6.1611 -0.008
H -19.7060 13.5946 6.4340 -0.020
C -25.4512 9.3946 7.0960 0.007
N -25.2513 10.7986 6.9634 -0.094
C -25.3885 11.3545 5.7699 0.004
C -25.2745 12.7240 5.5293 -0.173
C -25.0561 13.5939 6.6223 0.067
C -25.0637 12.9623 7.9167 -0.067
C -25.1724 11.5723 8.1043 0.005
C -24.7529 15.0147 6.4892 -0.161
C -23.8367 15.6728 7.3526 -0.083
C -23.4232 17.0038 7.1504 -0.094
N -23.9550 17.6834 6.0756 -0.181
C -24.7778 17.0880 5.1978 -0.093
C -25.1885 15.7645 5.3782 -0.070
C -23.3511 18.9953 5.7950 0.018
H -25.2425 8.7684 6.2285 -0.001
H -26.3900 9.0923 7.5601 -0.002
H -24.6495 9.0963 7.7716 -0.003
H -25.6741 10.6591 4.9945 -0.004
H -25.4985 13.0912 4.5386 -0.010
H -24.9198 13.5854 8.7870 -0.029
H -25.2218 10.9429 8.9805 0.003
H -23.3058 15.0884 8.0895 0.031
H -22.6520 17.5019 7.7193 -0.024
H -25.0849 17.6888 4.3545 -0.019
H -25.7291 15.2933 4.5707 -0.010
H -22.9048 19.5039 6.6496 -0.005
H -24.1633 19.5445 5.3190 -0.003
H -22.5939 18.7748 5.0425 -0.004
C -21.1707 3.6511 6.6247 0.000
C -21.4459 3.7715 8.1187 -0.001
C -22.7081 4.4958 8.4624 0.000
N -23.0485 4.6101 9.9368 0.001
C -22.0581 5.6040 10.6582 0.001
C -22.4258 7.0798 10.2126 0.000
C -23.9145 7.5151 10.4198 -0.001
C -24.9222 6.4475 9.7758 0.000
C -24.5244 4.9984 10.1798 0.000
C -22.8260 3.2923 10.6431 0.000
H -20.2286 3.1396 6.4275 0.000
H -20.9808 4.6030 6.1287 0.000
H -22.0421 3.2286 6.1245 0.000
H -20.6644 4.4214 8.5123 0.000
H -21.2915 2.8064 8.6013 0.000
H -23.4807 3.9056 7.9695 0.000
H -22.7253 5.5094 8.0619 0.000
H -20.9890 5.4162 10.5591 -0.001
H -22.2814 5.6016 11.7251 -0.001
H -22.1750 7.1966 9.1583 0.000
H -21.7123 7.7741 10.6566 0.001
H -24.0749 8.4366 9.8601 0.001
H -24.2592 7.6377 11.4466 0.000
H -24.9082 6.5012 8.6872 0.000
H -25.9391 6.5651 10.1503 0.000
H -25.1745 4.2478 9.7304 0.000
H -24.6379 4.9188 11.2610 0.000
H -23.1323 3.2396 11.6879 0.000
H -21.7546 3.1196 10.5410 0.000
H -23.3536 2.5173 10.0871 0.000
C -17.6131 6.2941 8.2322 0.000
C -17.3792 7.6877 7.6067 0.000
C -17.2010 8.6467 8.8249 0.000
N -17.0594 10.1757 8.4254 -0.003
C -15.9917 10.3766 7.2237 -0.001
C -15.7383 11.8951 6.8568 0.001
C -15.2738 12.6048 8.0959 0.000
C -16.3229 12.5178 9.2030 0.003
C -16.6253 11.0889 9.6863 0.003
C -18.4719 10.6002 7.9501 0.025
H -18.5947 6.2808 8.7058 0.000
H -16.8890 6.0522 9.0102 0.000
H -17.5570 5.4001 7.6112 0.000
H -18.1582 8.0103 6.9159 0.000
H -16.5506 7.4788 6.9301 0.000
H -16.3225 8.3791 9.4120 0.000
H -18.0474 8.6448 9.5117 0.000
H -15.0584 9.9030 7.5284 0.000
H -16.3342 9.8430 6.3371 0.000
H -15.0995 11.9971 5.9795 0.000
H -16.6868 12.3891 6.6465 0.000
H -14.3303 12.1410 8.3835 0.000
H -15.0705 13.6336 7.7986 0.000
H -16.0015 13.0305 10.1095 0.001
H -17.2734 12.9680 8.9168 -0.003
H -15.7909 10.5515 10.1369 0.000
H -17.4799 11.0824 10.3629 -0.003
H -18.4126 11.6730 7.7665 -0.014
H -19.1300 10.3854 8.7921 -0.003
H -18.8122 10.0535 7.0707 0.000
N -24.1494 11.0022 14.6978 0.002
S -23.9455 10.2004 15.9762 0.000
O -22.6079 10.1894 16.4926 0.000
O -24.8126 9.0183 16.1539 0.001
F -24.6582 11.2866 16.8851 0.000
S -24.0740 9.6176 13.6572 -0.002
O -25.3503 8.9818 13.2646 0.002
O -22.9200 8.6811 13.8331 0.010
F -23.5358 10.3643 12.2892 0.001
N -18.4520 8.4377 13.7285 0.148
S -19.7077 7.7845 14.1900 -0.104
O -20.5777 7.0239 13.2251 0.335
O -20.4586 8.3607 15.3486 0.605
F -19.0035 6.4487 14.8298 -0.001
S -19.1451 9.6786 12.7507 0.000
O -20.3326 10.4561 13.2077 -0.002
O -18.9965 9.5322 11.3078 0.006
F -17.9812 10.7488 13.0316 0.000
```

As for the multiplicity: 2. Its total charge is +6. As for the energy above the lowest of the compared OMol25 structures with the same formula, charge and spin: 105.56 kcal per mole. As for the maximum force: 0.2069 Eh/bohr. The value obtained for the highest occupied orbital energy (alpha / beta) is -18.42 / -18.41 eV. Its expectation value of S² is 1.788. The frontier orbital gap (alpha / beta) comes out at 4.249 / 3.539 eV.



Formula: C10H11ClF5HoV
Source: the OMol25 dataset
Level of theory: ωB97M-V/def2-TZVPD

Geometry as XYZ:
```
29
Properties=species:S:1:pos:R:3:mulliken_spin:R:1
V 0.8735 0.4502 -4.6739 2.102
Cl 0.8758 1.9094 -3.0489 -0.016
C -0.8534 0.2115 -5.6913 -0.077
C 2.6054 -0.5306 -5.0138 -0.110
H -0.7324 -0.5448 -6.4703 0.000
H -1.6197 -0.0882 -4.9676 -0.013
H -1.1195 1.1825 -6.1272 0.013
H 2.4857 -1.2358 -5.8394 -0.004
H 2.8716 -1.0517 -4.0872 -0.008
H 3.3716 0.2187 -5.2471 0.016
Ho 0.1831 0.1292 -0.0733 3.974
C -1.6187 1.3422 -0.7010 -0.020
C -0.5134 -1.8606 0.5475 0.153
H -2.0534 0.8196 -1.5428 0.001
H -2.2972 1.4199 0.1312 0.001
H -1.1802 2.2948 -0.9883 0.002
H 0.2710 -2.5462 0.8982 -0.001
H -1.5707 -2.1431 0.5299 -0.006
F 1.7825 -1.0605 2.6791 0.004
C 1.5607 0.2860 2.9151 -0.037
C 0.8813 1.0497 2.0100 0.014
C 0.6540 2.3750 2.2389 0.013
F -0.0483 3.1391 1.3131 0.001
C 1.1143 2.9777 3.4032 0.003
F 0.8850 4.2854 3.6339 0.000
C 1.8080 2.2072 4.3318 0.001
F 2.2537 2.7712 5.4674 0.000
C 2.0374 0.8550 4.0932 -0.004
F 2.7041 0.1060 4.9940 0.000
```

As for the multiplicity: 7. Its total charge is -1. As for the maximum force: 0.0275 Eh/bohr. The value obtained for the highest occupied orbital energy (alpha / beta) is -2.43 / -1.72 eV. Its expectation value of S² is 12.088. The frontier orbital gap (alpha / beta) comes out at 4.263 / 3.194 eV.



| no. | total energy (Ha) | molar mass (g mol⁻¹) |
| --- | --- | --- |
| 1 | -5400.21259 | 1248.63 |
| 2 | -3238.98107 | 477.52 |